<i>
{"formula": "C2H8N2O", "method": "the ωB97M-V functional and the def2-TZVPD basis", "elements": ["C", "C", "O", "H", "H", "H", "H", "N", "N", "H", "H", "H", "H"], "xyz": [[1.84, 0.70, -0.15], [0.97, -0.43, -0.64], [1.07, -1.59, -0.15], [0.58, -0.29, -1.67], [1.34, 1.66, -0.32], [2.05, 0.57, 0.92], [2.78, 0.69, -0.70], [-1.03, -0.21, 0.51], [-2.33, -0.15, -0.10], [-2.69, 0.81, -0.10], [-3.00, -0.72, 0.40], [-0.99, 0.16, 1.46], [-0.59, -1.20, 0.55]], "mol_weight_g_mol": 76.10, "homo_lumo_gap_ev": 10.13, "lumo_ev": 1.03}


<ii>
{"formula": "C2H8N2O", "method": "the ωB97M-V functional and the def2-TZVPD basis", "elements": ["C", "C", "N", "N", "H", "H", "H", "H", "H", "H", "H", "H", "O"], "xyz": [[-0.11, 0.64, -0.76], [0.88, -0.05, -0.20], [1.48, 0.34, 1.05], [-0.70, 0.39, -1.98], [-0.60, 1.44, -0.23], [1.38, -0.91, -0.62], [0.87, 0.85, 1.68], [2.31, 0.92, 0.92], [-0.48, -0.47, -2.46], [-1.60, 0.79, -2.17], [-0.91, -1.82, 2.13], [-1.00, -0.67, 1.15], [-1.51, -1.42, 1.49]], "mol_weight_g_mol": 76.10, "homo_lumo_gap_ev": 8.94, "lumo_ev": 1.05}


Which structure wins on stability? <ii> wins.


<i>
{"formula": "C2H8N2O", "method": "the ωB97M-V functional and the def2-TZVPD basis", "elements": ["C", "C", "N", "N", "O", "H", "H", "H", "H", "H", "H", "H", "H"], "xyz": [[-0.80, 0.86, -0.93], [-0.13, -0.36, 1.89], [0.96, -0.66, -1.36], [0.05, -0.31, -0.46], [0.74, 0.05, 0.83], [-0.22, 1.67, -1.46], [-1.24, 0.32, -1.75], [-1.49, 1.20, -0.21], [-1.14, -0.10, 1.61], [0.22, 0.13, 2.86], [-0.10, -1.53, 1.87], [1.48, 0.19, -1.82], [1.67, -1.45, -1.08]], "mol_weight_g_mol": 76.10, "homo_lumo_gap_ev": 9.53, "lumo_ev": 1.13}


<ii>
{"formula": "C2H8N2O", "method": "the ωB97M-V functional and the def2-TZVPD basis", "elements": ["C", "N", "C", "N", "H", "H", "H", "H", "H", "H", "H", "H", "O"], "xyz": [[-0.47, 0.79, -2.33], [-1.03, 0.12, 0.46], [0.23, -0.03, -0.24], [0.43, 0.29, -1.41], [-1.56, 0.58, -2.14], [-0.09, 0.32, -3.25], [-0.50, 1.81, -2.42], [-1.59, 0.90, 0.43], [-1.04, -0.42, 1.35], [1.07, -0.39, 0.35], [1.17, -0.95, 1.95], [0.12, -0.65, 2.98], [1.01, -1.08, 2.84]], "mol_weight_g_mol": 76.10, "homo_lumo_gap_ev": 10.13, "lumo_ev": 0.68}


<iii>
{"formula": "C2H8N2O", "method": "the ωB97M-V functional and the def2-TZVPD basis", "elements": ["C", "C", "N", "N", "O", "H", "H", "H", "H", "H", "H", "H", "H"], "xyz": [[-0.49, 0.27, -0.24], [0.66, -0.66, 0.21], [-1.81, -0.14, 0.22], [1.97, -0.25, -0.25], [-0.21, 1.55, 0.25], [-1.01, 2.08, 0.15], [-0.53, 0.29, -1.35], [-1.80, -0.24, 1.23], [-2.07, -1.03, -0.19], [1.98, -0.22, -1.27], [2.16, 0.69, 0.08], [0.46, -1.67, -0.14], [0.68, -0.67, 1.31]], "mol_weight_g_mol": 76.10, "homo_lumo_gap_ev": 9.91, "lumo_ev": 0.99}


Which structure wins on stability? <iii> wins.


<i>
{"formula": "C6H8S", "method": "the ωB97M-V functional and the def2-TZVPD basis", "elements": ["C", "C", "C", "C", "C", "C", "S", "H", "H", "H", "H", "H", "H", "H", "H"], "xyz": [[0.77, 0.13, 0.21], [0.26, -1.10, 0.28], [-0.30, 1.16, -0.27], [-1.21, -1.12, 0.07], [-1.62, 0.31, -0.11], [2.03, 0.58, 0.48], [3.31, -0.19, -0.20], [-0.49, 1.96, 0.39], [-0.08, 1.45, -1.28], [-1.46, -1.66, -0.84], [-1.91, -1.40, 0.93], [-2.14, 0.69, 0.80], [-2.14, 0.50, -1.09], [0.61, -2.04, 0.39], [4.39, 0.72, 0.24]], "mol_weight_g_mol": 112.20, "homo_lumo_gap_ev": 7.65, "lumo_ev": -0.14}


<ii>
{"formula": "C6H8S", "method": "the ωB97M-V functional and the def2-TZVPD basis", "elements": ["C", "C", "C", "C", "C", "C", "H", "H", "H", "H", "H", "H", "H", "H", "S"], "xyz": [[-2.73, -0.01, 0.05], [-1.38, -0.08, -0.05], [-0.17, 1.02, 0.01], [0.84, 0.15, -0.55], [2.22, -0.42, -0.02], [0.92, -0.95, 0.39], [-3.27, -1.08, 0.21], [-3.23, 0.90, -0.32], [-0.45, 2.24, -0.32], [0.39, 1.25, 1.05], [1.00, -0.12, -1.69], [2.87, -0.68, -0.97], [2.70, -0.02, 0.91], [0.97, -0.52, 1.43], [-0.67, -1.69, -0.14]], "mol_weight_g_mol": 112.20, "homo_lumo_gap_ev": 8.95, "lumo_ev": 0.90}


<iii>
{"formula": "C6H8S", "method": "the ωB97M-V functional and the def2-TZVPD basis", "elements": ["C", "C", "C", "C", "C", "C", "S", "H", "H", "H", "H", "H", "H", "H", "H"], "xyz": [[-0.93, 1.24, -0.61], [0.34, 0.99, -0.27], [-1.20, -1.20, -0.67], [-1.88, 0.10, -0.97], [0.79, -0.42, -0.21], [1.37, -1.00, 1.05], [-1.68, -2.74, -0.65], [-1.35, 2.28, -0.70], [1.03, 1.74, -0.11], [-2.85, 0.18, -0.37], [-2.48, 0.17, -1.95], [1.43, -0.81, -1.05], [0.69, -0.96, 2.04], [2.15, -0.34, 1.44], [1.72, -2.06, 1.14]], "mol_weight_g_mol": 112.20, "homo_lumo_gap_ev": 7.92, "lumo_ev": 0.07}


Which structure wins on stability? <iii> wins.


<i>
{"formula": "C37H26BrLaN8O10Se", "method": "the ωB97M-V functional and the def2-TZVPD basis", "elements": ["La", "O", "C", "O", "C", "C", "C", "C", "C", "C", "N", "C", "C", "C", "C", "C", "C", "N", "H", "H", "H", "H", "H", "H", "H", "H", "H", "H", "C", "C", "O", "N", "C", "C", "C", "C", "C", "C", "N", "H", "H", "H", "H", "H", "H", "H", "H", "H", "H", "O", "C", "C", "O", "C", "C", "O", "C", "O", "O", "Se", "N", "C", "C", "C", "C", "N", "C", "N", "H", "H", "H", "Br", "C", "C", "N", "C", "C", "C", "C", "O", "O", "H", "H", "H"], "xyz": [[-0.18, 0.28, -0.30], [-0.05, -6.54, 5.33], [-0.29, -6.18, 4.05], [-0.71, -6.98, 3.26], [-0.04, -4.75, 3.71], [0.64, -4.45, 2.53], [0.79, -3.15, 2.10], [0.24, -2.12, 2.87], [-0.41, -2.40, 4.06], [-0.55, -3.72, 4.49], [0.27, -0.77, 2.38], [0.71, 0.10, 3.18], [0.57, 1.56, 2.94], [0.82, 2.42, 4.00], [0.59, 3.78, 3.83], [0.14, 4.22, 2.61], [-0.04, 3.29, 1.58], [0.15, 1.99, 1.75], [0.37, -5.80, 5.78], [1.04, -5.26, 1.93], [1.31, -2.92, 1.18], [-0.86, -1.59, 4.63], [-1.10, -3.94, 5.40], [1.17, -0.17, 4.14], [1.19, 2.02, 4.94], [0.77, 4.47, 4.64], [-0.05, 5.27, 2.42], [-0.38, 3.61, 0.60], [-4.46, 1.40, 0.01], [-3.52, 0.56, 0.83], [-2.34, 0.87, 1.00], [-4.01, -0.55, 1.40], [-3.16, -1.47, 2.14], [-2.59, -2.58, 1.29], [-2.88, -3.90, 1.59], [-2.34, -4.90, 0.79], [-1.55, -4.54, -0.28], [-1.31, -3.19, -0.50], [-1.80, -2.22, 0.27], [-3.90, 2.21, -0.45], [-5.24, 1.81, 0.65], [-4.95, 0.80, -0.76], [-4.94, -0.84, 1.14], [-3.73, -1.88, 2.97], [-2.35, -0.87, 2.56], [-3.50, -4.13, 2.44], [-2.53, -5.95, 1.03], [-1.10, -5.28, -0.92], [-0.64, -2.88, -1.29], [6.08, -1.40, 0.20], [4.92, -1.07, 0.15], [3.71, -1.97, -0.09], [3.70, -3.19, -0.17], [2.58, -1.07, -0.15], [2.92, 0.26, 0.02], [2.07, 1.21, -0.01], [4.38, 0.36, 0.30], [5.00, 1.34, 0.62], [1.32, -1.44, -0.31], [-2.85, 0.73, -3.24], [-2.16, 0.47, -4.84], [-1.13, -0.32, -4.67], [-0.22, -0.72, -5.71], [0.82, -1.49, -5.36], [0.99, -1.90, -3.98], [0.19, -1.59, -3.01], [-0.86, -0.77, -3.33], [-1.69, -0.34, -2.38], [-0.39, -0.39, -6.73], [1.55, -1.82, -6.08], [1.84, -2.53, -3.72], [2.19, 5.65, -5.66], [0.82, 5.30, -4.41], [-0.15, 6.27, -4.16], [-1.14, 6.10, -3.30], [-1.19, 4.93, -2.65], [-0.28, 3.91, -2.83], [0.76, 4.10, -3.74], [-0.39, 2.62, -2.09], [0.42, 1.70, -2.37], [-1.29, 2.48, -1.21], [-0.10, 7.21, -4.69], [-2.00, 4.80, -1.94], [1.49, 3.31, -3.89]], "mol_weight_g_mol": 1040.43, "homo_lumo_gap_ev": 5.17, "lumo_ev": -1.74}


<ii>
{"formula": "C37H26BrLaN8O10Se", "method": "the ωB97M-V functional and the def2-TZVPD basis", "elements": ["La", "O", "C", "O", "C", "C", "C", "C", "C", "C", "N", "C", "C", "C", "C", "C", "C", "N", "H", "H", "H", "H", "H", "H", "H", "H", "H", "H", "C", "C", "O", "N", "C", "C", "C", "C", "C", "C", "N", "H", "H", "H", "H", "H", "H", "H", "H", "H", "H", "O", "C", "C", "O", "C", "C", "O", "C", "O", "O", "Se", "N", "C", "C", "C", "C", "N", "C", "N", "H", "H", "H", "Br", "C", "C", "N", "C", "C", "C", "C", "O", "O", "H", "H", "H"], "xyz": [[-0.45, 0.10, 0.39], [7.04, 3.33, -2.48], [5.79, 2.97, -2.90], [5.47, 3.13, -4.04], [4.90, 2.38, -1.85], [5.40, 1.60, -0.81], [4.54, 1.04, 0.11], [3.17, 1.27, 0.01], [2.66, 2.02, -1.05], [3.53, 2.58, -1.97], [2.26, 0.70, 0.94], [2.58, 0.71, 2.16], [1.75, 0.08, 3.22], [2.23, 0.07, 4.52], [1.50, -0.55, 5.51], [0.31, -1.17, 5.16], [-0.10, -1.12, 3.84], [0.59, -0.51, 2.88], [7.07, 3.28, -1.52], [6.46, 1.38, -0.75], [4.92, 0.38, 0.89], [1.59, 2.16, -1.14], [3.15, 3.16, -2.79], [3.47, 1.22, 2.54], [3.17, 0.57, 4.75], [1.85, -0.56, 6.53], [-0.30, -1.68, 5.90], [-1.03, -1.58, 3.52], [2.50, -3.78, 1.11], [1.24, -3.24, 0.50], [1.01, -2.04, 0.46], [0.38, -4.15, -0.01], [-0.81, -3.76, -0.76], [-2.03, -3.57, 0.11], [-3.12, -4.42, -0.04], [-4.23, -4.25, 0.76], [-4.22, -3.23, 1.69], [-3.10, -2.42, 1.76], [-2.02, -2.57, 0.99], [3.01, -2.98, 1.63], [3.16, -4.18, 0.33], [2.29, -4.59, 1.81], [0.63, -5.12, 0.06], [-1.00, -4.54, -1.50], [-0.60, -2.84, -1.30], [-3.08, -5.20, -0.79], [-5.09, -4.89, 0.65], [-5.06, -3.04, 2.35], [-3.07, -1.59, 2.46], [-0.85, 6.73, 0.63], [-0.75, 5.53, 0.61], [-0.85, 4.61, -0.60], [-1.19, 4.93, -1.72], [-0.55, 3.28, -0.08], [-0.23, 3.29, 1.28], [0.09, 2.22, 1.92], [-0.46, 4.64, 1.82], [-0.50, 4.99, 2.98], [-0.59, 2.18, -0.78], [-2.38, 2.02, 3.43], [-3.86, 2.77, 2.83], [-4.17, 2.15, 1.70], [-5.23, 2.50, 0.81], [-5.34, 1.79, -0.34], [-4.41, 0.72, -0.62], [-3.46, 0.33, 0.18], [-3.34, 1.06, 1.33], [-2.33, 0.79, 2.15], [-5.89, 3.33, 1.04], [-6.09, 2.01, -1.08], [-4.50, 0.19, -1.56], [2.08, -0.76, -7.15], [0.61, -0.97, -5.99], [-0.61, -1.43, -6.49], [-1.68, -1.60, -5.74], [-1.58, -1.33, -4.44], [-0.41, -0.87, -3.85], [0.72, -0.69, -4.64], [-0.35, -0.59, -2.38], [0.74, -0.24, -1.87], [-1.40, -0.75, -1.68], [-0.70, -1.65, -7.55], [-2.46, -1.47, -3.83], [1.64, -0.33, -4.19]], "mol_weight_g_mol": 1040.43, "homo_lumo_gap_ev": 5.22, "lumo_ev": -1.54}


Which structure wins on stability? <i> wins.


<i>
{"formula": "C11H15N3S", "method": "the ωB97M-V functional and the def2-TZVPD basis", "elements": ["S", "C", "C", "C", "C", "C", "C", "N", "N", "N", "C", "C", "C", "C", "C", "H", "H", "H", "H", "H", "H", "H", "H", "H", "H", "H", "H", "H", "H", "H"], "xyz": [[-1.60, 2.02, 0.81], [1.51, -0.52, 3.71], [2.24, -0.68, 2.54], [0.36, 0.26, 3.69], [1.81, -0.02, 1.32], [-0.06, 0.86, 2.51], [0.63, 0.69, 1.30], [-1.23, 1.59, 2.39], [-0.98, -1.21, -3.23], [-0.20, 0.40, -1.01], [0.00, 1.33, 0.11], [-0.37, 0.09, -3.49], [-0.60, -1.77, -1.90], [-0.56, 1.04, -2.30], [-0.93, -0.85, -0.73], [1.85, -1.04, 4.63], [3.07, -1.40, 2.55], [-0.23, 0.38, 4.64], [2.32, -0.16, 0.41], [-1.96, 1.56, 3.13], [-0.78, -1.87, -3.97], [0.59, 2.17, -0.24], [-0.79, 0.58, -4.38], [0.70, -0.05, -3.69], [0.50, -2.01, -1.88], [-1.12, -2.74, -1.77], [0.03, 1.96, -2.42], [-1.61, 1.30, -2.27], [-2.01, -0.62, -0.64], [-0.58, -1.30, 0.20]], "mol_weight_g_mol": 221.33, "homo_lumo_gap_ev": 7.97, "lumo_ev": 0.78}


<ii>
{"formula": "C11H15N3S", "method": "the ωB97M-V functional and the def2-TZVPD basis", "elements": ["C", "C", "C", "C", "C", "C", "C", "C", "C", "C", "C", "N", "N", "N", "S", "H", "H", "H", "H", "H", "H", "H", "H", "H", "H", "H", "H", "H", "H", "H"], "xyz": [[0.40, 1.85, -0.10], [0.11, -0.51, 0.03], [1.72, 1.60, -0.30], [1.43, -0.71, -0.16], [-2.71, 2.07, 0.19], [-0.51, 0.80, 0.11], [2.32, 0.36, -0.23], [-1.91, 0.99, 0.30], [4.53, 0.28, 1.03], [-3.10, -1.42, -1.49], [3.84, 0.14, -0.31], [-2.85, -0.09, 0.47], [-3.18, -2.39, 0.71], [-2.72, -1.37, -0.12], [-4.21, 1.14, 0.21], [0.06, 2.83, 0.13], [-0.69, -1.32, 0.01], [2.35, 2.39, -0.32], [1.86, -1.82, -0.11], [-2.71, 3.20, 0.21], [3.70, 0.10, 1.85], [4.91, 1.33, 1.11], [5.25, -0.44, 1.26], [-3.21, -0.34, -1.76], [-2.32, -1.84, -2.15], [-4.06, -1.99, -1.56], [3.87, -0.87, -0.65], [4.31, 0.82, -0.99], [-2.48, -2.72, 1.30], [-4.00, -2.09, 1.32]], "mol_weight_g_mol": 221.33, "homo_lumo_gap_ev": 8.20, "lumo_ev": 0.58}


Which structure wins on stability? <i> wins.